1.
Molecular formula: C25H65Cl4O24P5
Method: DFT, ωB97M-V/def2-TZVPD

Summary:
LUMO energy = 0.006 Ha
Structure (SMILES) = COP(=O)(OC)OC.COP(=O)(OC)OC.COP(=O)(OC)OC.COP(=O)(OC)OC.COP(=O)(OC)OC.CCOC(C)=O.CCOC(C)=O.ClCCl.ClCCl
M = 1046.45 g mol⁻¹

Last column: Löwdin charge in e.
CARTESIAN COORDINATES (ANGSTROEM)
1 O -0.247 -1.607 6.172  -0.256
2 P -0.138 -0.818 7.444  0.425
3 H -1.124 -1.102 -4.575  0.094
4 H -7.265 5.080 -3.842  0.087
5 H 4.109 0.299 0.451  0.090
6 C 9.937 -1.915 0.682  -1.022
7 H -5.685 1.432 -1.970  0.121
8 H 2.234 -0.686 6.318  0.088
9 C 3.261 0.278 -0.234  0.023
10 O -0.998 0.768 -5.522  -0.213
11 H 0.695 -1.787 10.693  0.091
12 H -0.819 1.378 1.160  0.075
13 C -2.387 0.574 7.187  -0.074
14 C 3.778 -8.008 -3.176  -0.141
15 H -7.282 4.153 -5.373  0.086
16 C -5.197 -5.717 -0.923  -0.109
17 O 4.025 8.310 1.123  -0.257
18 H -0.376 0.188 -3.681  0.075
19 H 6.378 8.261 -0.304  0.087
20 C -6.683 4.445 -4.510  0.021
21 H -0.597 -5.612 -2.730  0.090
22 H -5.604 -6.669 -0.583  0.088
23 H -1.242 4.844 -3.751  0.086
24 C 6.130 7.598 -1.133  -0.117
25 C -0.471 4.090 -3.592  -0.136
26 H 4.605 -8.093 -2.471  0.087
27 H 2.151 1.322 -6.759  0.092
28 C 2.052 0.314 6.710  -0.120
29 H 1.028 9.180 -0.629  0.096
30 H 6.488 8.157 -1.998  0.091
31 C 0.366 -5.504 -2.230  -0.102
32 H 2.168 1.055 5.919  0.090
33 H 2.343 0.188 -5.462  0.097
34 H 2.005 -0.981 9.857  0.090
35 O -7.513 -2.593 -0.534  -0.228
36 H 1.380 -4.267 3.727  0.034
37 H -6.014 2.032 0.426  0.077
38 C -6.388 3.156 -3.748  -0.469
39 H 2.884 0.499 7.390  0.085
40 O 1.396 -6.252 -2.867  -0.225
41 O 1.282 1.719 -4.886  -0.245
42 O 2.220 7.517 -0.624  -0.207
43 C -7.938 -1.878 -1.703  -0.093
44 H -6.232 3.725 -0.037  0.081
45 H -8.896 -2.187 -2.119  0.086
46 C -1.178 -0.030 -4.387  -0.129
47 H 10.286 -1.584 1.660  0.025
48 H -3.296 0.065 6.866  0.092
49 H 5.570 4.684 0.364  0.092
50 H -6.343 -2.658 2.972  0.090
51 H 4.946 -4.003 -2.473  0.081
52 H -7.196 -1.964 -2.497  0.087
53 H -0.352 4.056 -2.509  0.085
54 H -2.106 0.222 -3.875  0.090
55 O 2.494 -1.242 1.396  0.057
56 H -4.485 2.598 -1.224  0.121
57 H 2.905 1.259 -0.546  0.087
58 O 2.721 -4.258 -3.947  -0.264
59 H -5.964 -1.557 1.658  0.079
60 O -1.524 -0.248 8.017  -0.221
61 H -0.792 -1.012 0.048  0.121
62 H 0.391 -0.187 9.995  0.086
63 C -5.677 -2.500 2.124  -0.100
64 C -5.493 2.442 -1.608  -0.249
65 H -8.086 -0.829 -1.443  0.082
66 H 3.151 1.897 -5.409  0.097
67 O 3.534 -5.332 -1.680  -0.245
68 O 0.940 -0.146 0.111  -0.007
69 O -5.938 -3.549 1.204  -0.238
70 H 1.419 -4.730 2.009  0.012
71 H -7.353 2.459 -0.646  0.078
72 H 4.035 -8.708 -3.971  0.095
73 C 0.925 -1.127 9.856  -0.108
74 O -0.324 3.029 -6.629  -0.246
75 H 4.349 4.619 1.662  0.092
76 H 2.838 -8.190 -2.655  0.088
77 O 4.736 7.493 -1.253  -0.239
78 H -4.731 -5.972 -1.874  0.085
79 H -1.841 0.767 6.263  0.073
80 P 2.825 -5.542 -3.156  0.515
81 O 3.728 -6.765 -3.757  -0.222
82 C -6.322 2.695 -0.383  -0.075
83 Cl 9.375 -3.588 0.813  0.489
84 O -5.718 3.413 -2.599  -0.021
85 C -0.693 0.426 1.676  -0.044
86 H 0.111 -1.660 1.353  0.118
87 H -1.662 0.119 2.069  0.066
88 C 1.209 8.281 -0.039  -0.118
89 Cl 8.606 -0.890 0.050  0.473
90 H -5.767 4.964 -4.791  0.086
91 H -0.168 0.643 2.606  0.069
92 O -6.864 2.044 -4.052  0.055
93 H 3.503 -0.315 -1.115  0.093
94 O 3.781 5.809 0.316  -0.229
95 C -0.084 -0.727 0.825  -0.229
96 H 0.195 -5.964 -1.257  0.085
97 C 4.833 -4.710 -1.651  -0.101
98 O 0.807 0.491 7.352  -0.222
99 H 10.882 -1.860 0.142  0.033
100 O 0.490 -1.686 8.641  -0.210
101 H 5.671 -5.405 -1.608  0.087
102 O -6.231 -4.738 -1.071  -0.224
103 H 0.368 7.594 -0.122  0.089
104 C 4.897 5.275 0.986  -0.110
105 P -0.188 2.173 -5.409  0.517
106 C 2.314 1.255 -5.683  -0.116
107 C 1.063 -5.015 2.999  -0.986
108 Cl 1.847 -6.587 3.376  0.470
109 P 3.690 7.369 0.007  0.466
110 O -0.869 2.818 -4.025  -0.235
111 H -4.632 -2.503 2.436  0.091
112 H 6.503 6.580 -1.024  0.083
113 H 4.862 -4.068 -0.771  0.085
114 H -2.541 1.565 7.611  0.091
115 Cl -0.718 -5.169 2.859  0.466
116 O -4.881 -2.441 -0.895  -0.253
117 H 1.293 8.458 1.034  0.090
118 H 5.344 6.058 1.599  0.090
119 H 0.586 -4.456 -2.028  0.088
120 H -4.426 -5.363 -0.239  0.081
121 H 0.440 4.449 -4.070  0.087
122 C 2.182 -0.430 0.514  -0.515
123 P -6.020 -3.249 -0.393  0.477

2.
Molecular formula: C32H25N4O7S3Ta
Method: DFT, ωB97M-V/def2-TZVPD

Summary:
Net charge = -2
LUMO energy (alpha / beta) = 0.156 / 0.156 Ha
M = 854.72 g mol⁻¹

Last column: Löwdin charge in e.
CARTESIAN COORDINATES (ANGSTROEM)
1 H -0.735 4.336 2.914  0.098
2 S 0.496 -3.183 0.241  0.606
3 C -0.124 3.551 3.337  -0.045
4 H -4.077 0.581 -2.308  0.105
5 O 1.935 -0.089 0.998  0.047
6 H 0.767 4.859 4.769  0.090
7 H 0.443 0.227 3.114  0.110
8 H -4.278 2.643 -1.302  0.108
9 H 4.870 -1.483 0.623  0.065
10 H 2.149 3.086 5.820  0.083
11 H -1.369 0.892 1.844  0.088
12 C 4.485 0.177 -2.944  -0.037
13 C -0.217 2.247 2.842  -0.222
14 H 1.928 0.746 4.999  0.097
15 H -0.160 5.678 -1.672  0.083
16 C 2.019 -0.721 -1.931  -0.309
17 C 4.294 -0.001 -1.590  -0.051
18 C 1.479 2.850 5.003  -0.132
19 C -2.908 -7.524 2.469  -0.203
20 C -2.617 -5.271 1.587  -0.066
21 H 1.153 -5.885 1.039  0.108
22 O -2.978 -0.012 1.542  -0.404
23 C -1.873 0.870 -2.692  -0.657
24 C 4.055 -1.101 1.234  -0.015
25 N -2.832 -0.354 -0.886  -0.444
26 Ta -0.910 -1.293 -0.717  1.256
27 C -1.660 4.632 -0.554  -0.275
28 S -2.507 -2.734 0.602  0.614
29 C 0.095 -5.715 1.191  -0.069
30 C 3.419 -0.100 -3.805  -0.285
31 H -1.675 6.564 -1.504  0.067
32 C -0.112 -8.013 1.973  -0.204
33 H 3.615 -1.924 1.798  0.081
34 H 2.119 -0.865 -6.147  0.090
35 C -1.634 2.613 0.818  -0.191
36 H -0.146 4.150 0.863  0.112
37 H -3.671 -5.093 1.754  0.111
38 N -3.584 -8.338 2.923  0.130
39 C 1.356 1.543 4.538  -0.099
40 C -0.697 -6.736 1.701  -0.214
41 C 2.516 0.141 -5.981  -0.097
42 C 0.520 1.240 3.483  -0.021
43 C 2.923 -0.487 0.424  -0.413
44 C -2.070 -6.506 1.915  -0.213
45 H 5.420 0.538 -3.349  0.101
46 C -1.833 -4.257 1.040  -0.698
47 C -2.842 4.218 -1.153  -0.054
48 C -2.784 2.164 0.129  -0.188
49 H 5.110 0.231 -0.914  0.108
50 O -1.913 1.679 -3.608  0.013
51 C -3.109 0.083 -2.239  -0.207
52 C -1.085 3.840 0.426  0.005
53 O -4.894 0.662 0.142  -0.314
54 H -3.155 -0.779 -2.912  0.109
55 C -0.980 5.903 -0.986  -0.058
56 S -3.463 0.519 0.288  0.532
57 N -1.052 1.855 1.809  0.106
58 H 2.850 0.554 -6.932  0.082
59 H -3.315 4.825 -1.915  0.104
60 C 2.219 -0.571 -3.317  0.064
61 H 1.725 0.768 -5.564  0.099
62 N 0.362 -9.042 2.179  0.129
63 C -0.448 -4.473 0.868  -0.709
64 C -3.374 2.986 -0.818  -0.073
65 C 0.720 3.840 4.401  -0.118
66 C 3.074 -0.413 -1.049  -0.100
67 H -0.559 6.441 -0.135  0.070
68 O 3.652 0.116 -5.139  -0.098
69 O -0.822 0.491 -2.038  -0.183
70 H 1.380 -0.808 -3.953  0.117
71 H 4.432 -0.365 1.947  0.080
72 O 0.878 -1.200 -1.532  -0.401

What are the relative energy (zero: lowest compared OMol25 entry of this formula, charge and spin) values for these records? In order: 1.9331; 2.9667 eV.